C23H46N4PRuS4 as an isolated structure, computed with wB97M-V/def2-TZVPD.

```
79
Properties=species:S:1:pos:R:3:mulliken_charge:R:1
Ru 0.9993 0.5809 -1.3613 1.36
C 2.9462 3.3191 -1.1962 -1.01
C 2.7472 3.1003 -2.6865 -0.62
S 1.0893 2.3864 -2.8965 0.01
C 1.0614 1.6255 -4.5478 -0.66
C -0.0670 0.6060 -4.5497 -0.98
S -0.0205 -0.6060 -3.1827 0.02
C 1.2673 -1.7982 -3.6953 -0.94
C 2.7085 -1.4140 -3.3977 -0.55
S 2.8784 -1.1215 -1.6123 -0.03
C 4.2940 0.0141 -1.4831 -0.65
C 4.1268 0.8703 -0.2377 -0.93
S 2.6036 1.8707 -0.1374 0.11
H 2.2648 4.0861 -0.8245 0.47
H 3.9600 3.6566 -0.9787 0.54
H 3.4873 2.4322 -3.1224 0.27
H 2.7826 4.0554 -3.2117 0.53
H 2.0319 1.1830 -4.7629 0.34
H 0.8614 2.4052 -5.2834 0.53
H -0.0913 0.0486 -5.4866 0.52
H -1.0353 1.0966 -4.4386 0.44
H 1.1243 -1.9860 -4.7603 0.54
H 1.0015 -2.7186 -3.1728 0.46
H 3.0233 -0.5214 -3.9358 0.18
H 3.3625 -2.2363 -3.6896 0.52
H 4.3560 0.6082 -2.3933 0.24
H 5.2094 -0.5714 -1.3951 0.54
H 4.9682 1.5541 -0.1168 0.56
H 4.0905 0.2475 0.6583 0.43
N 0.1388 -0.1765 0.1117 -0.03
P -0.9913 -0.2778 1.2041 -1.45
N -0.5451 -0.0737 2.7425 0.58
C 0.0613 1.2426 3.0948 -0.68
C 1.3416 1.0428 3.9080 -1.15
C 2.0783 -0.1982 3.4198 0.10
C 1.2521 -1.4556 3.7317 -0.72
C -0.2430 -1.1302 3.7318 -0.58
N -1.5230 -1.9812 1.2207 0.65
C -0.7363 -3.0215 0.5945 -0.25
C -1.4139 -4.3728 0.6602 -1.01
C -2.8367 -4.2988 0.0887 -0.57
C -3.6080 -3.0833 0.6330 -0.67
C -2.8125 -2.3540 1.7426 -0.68
N -2.3392 0.5501 0.8673 0.96
C -3.0741 1.4097 1.8269 -1.05
C -2.7722 2.8792 1.5562 -0.50
C -3.0179 3.2483 0.0939 -1.21
C -2.2845 2.2922 -0.8461 0.36
C -2.6826 0.8561 -0.5368 -1.12
H -0.6695 1.8436 3.6393 0.16
H 0.2983 1.7640 2.1622 0.42
H 1.1047 0.9407 4.9684 0.42
H 1.9526 1.9408 3.8173 0.48
H 3.0637 -0.2697 3.8774 0.62
H 2.2308 -0.1189 2.3354 -0.46
H 1.5174 -1.8579 4.7103 0.44
H 1.4720 -2.2409 3.0038 0.20
H -0.5673 -0.7448 4.6989 0.49
H -0.8490 -2.0139 3.5450 0.17
H 0.2600 -3.0025 1.0589 0.21
H -0.5639 -2.6877 -0.4408 0.16
H -1.4327 -4.7254 1.6940 0.37
H -0.8089 -5.0902 0.1074 0.46
H -3.3602 -5.2216 0.3299 0.34
H -2.7876 -4.2457 -0.9994 0.33
H -4.5582 -3.3708 1.0812 0.48
H -3.8289 -2.3588 -0.1517 0.20
H -2.6480 -3.0607 2.5659 0.54
H -3.3279 -1.4750 2.1188 0.42
H -2.8110 1.1185 2.8422 0.60
H -4.1393 1.2064 1.6888 0.53
H -1.7292 3.0841 1.8157 0.10
H -3.3904 3.4926 2.2127 0.47
H -2.7121 4.2781 -0.0881 0.44
H -4.0892 3.1999 -0.1220 0.38
H -1.1975 2.3618 -0.6866 -0.34
H -2.4976 2.5286 -1.8906 0.40
H -2.1929 0.1354 -1.1935 0.20
H -3.7613 0.7193 -0.6479 0.55
```

Calculated values
LUMO (alpha / beta)	-0.32204 / -0.40415	Ha
HOMO energy (alpha / beta)	-16.47 / -17.27	eV
total charge	+3
Kohn-Sham gap (alpha / beta)	7.707 / 6.275	eV
expectation value of S²	6.022
2S+1	5
max |F|	0.446	eV Å⁻¹
calculated total energy	-85745.6603	eV